# 1
6 unconnected molecules or ions with the total composition C32H79Cl2O20P5 at a distorted geometry, computed with ωB97M-V/def2-TZVPD.

Last column: Löwdin charge in e.
CARTESIAN COORDINATES (ANGSTROEM)
Cl: -15.6793 -3.0317 -0.6432  0.4245
C: -14.8315 -1.3905 -1.0309  -0.5354
C: -13.5831 -1.1151 -0.1242  -0.7358
Cl: -12.2144 -2.0453 -0.5208  0.5988
H: -15.6415 -0.7000 -0.7960  0.0548
H: -14.5474 -1.4209 -2.0828  0.0607
H: -13.7470 -1.1919 0.9507  0.0682
H: -13.2634 -0.0795 -0.2403  0.0642
C: -3.5792 5.3246 9.8333  -0.0712
C: -4.8183 4.6816 10.4505  -0.3129
O: -5.2138 3.6046 9.6473  -0.1733
P: -6.7361 3.0581 9.4749  0.5037
O: -7.7270 4.0618 9.0293  -0.2315
O: -7.0308 2.3740 10.9081  -0.1754
C: -6.5672 1.1517 11.3288  -0.3431
C: -5.6626 1.2293 12.5306  -0.0571
O: -6.6278 1.7397 8.5092  -0.2058
C: -7.8316 1.1638 8.0066  -0.2849
C: -7.8187 -0.3086 8.0759  -0.0872
H: -3.3703 6.2146 10.4269  0.0797
H: -2.8577 4.5094 9.8879  0.0766
H: -3.6934 5.6008 8.7851  0.0796
H: -4.4954 4.3241 11.4283  0.1098
H: -5.4568 5.5058 10.7687  0.1215
H: -7.4945 0.6934 11.6726  0.1192
H: -6.1892 0.5391 10.5103  0.1148
H: -5.9924 1.9607 13.2684  0.0874
H: -5.6934 0.2057 12.9040  0.0819
H: -4.7325 1.4745 12.0179  0.0778
H: -8.6472 1.4426 8.6739  0.1154
H: -7.9750 1.6437 7.0385  0.1334
H: -7.0851 -0.7016 7.3720  0.0785
H: -7.6345 -0.8907 8.9788  0.0794
H: -8.7318 -0.7402 7.6660  0.0838
C: -16.8293 2.1422 10.2830  -0.0666
C: -15.9015 2.2785 9.0494  -0.3381
O: -16.3561 1.7031 7.9186  -0.1757
P: -16.4764 2.7454 6.6431  0.4580
O: -15.2678 3.5471 6.3555  -0.2192
O: -16.8991 1.7614 5.4516  -0.1817
C: -18.0382 0.8838 5.5121  -0.2519
C: -17.6354 -0.4217 6.2112  -0.0632
O: -17.8117 3.5155 6.9617  -0.1610
C: -18.0427 4.8455 6.5166  -0.3114
C: -19.2347 5.0893 5.7043  -0.0716
H: -16.4514 2.6528 11.1688  0.0751
H: -17.8563 2.4584 10.1000  0.0671
H: -17.1494 1.1469 10.5913  0.0656
H: -15.7978 3.3608 8.9712  0.1090
H: -14.9242 1.8564 9.2838  0.1253
H: -18.9441 1.3517 5.8976  0.1075
H: -18.3510 0.8123 4.4704  0.1161
H: -18.4991 -1.0600 6.3974  0.0774
H: -16.8490 -0.8307 5.5768  0.0806
H: -17.1604 -0.3537 7.1899  0.0622
H: -18.1408 5.5125 7.3730  0.1206
H: -17.0889 5.2164 6.1411  0.1140
H: -19.5146 6.1428 5.7075  0.0892
H: -19.0409 4.7511 4.6864  0.0841
H: -19.9733 4.4755 6.2198  0.0888
C: -11.9332 -12.5251 -12.8681  -0.0793
C: -12.7003 -12.4884 -11.6022  -0.3386
O: -11.8725 -12.8120 -10.5326  -0.1886
P: -11.2520 -11.7051 -9.4741  0.5018
O: -10.6930 -10.4645 -10.0652  -0.2400
O: -12.6411 -11.4444 -8.7066  -0.2153
C: -12.7888 -10.9348 -7.3449  -0.2170
C: -13.2800 -9.5121 -7.5614  -0.0916
O: -10.4611 -12.5882 -8.3665  -0.1799
C: -9.4467 -13.5191 -8.7072  -0.2948
C: -8.3098 -13.4036 -7.7320  -0.0767
H: -11.1874 -11.7522 -12.6826  0.0740
H: -11.3555 -13.4259 -13.0752  0.0827
H: -12.4965 -12.1499 -13.7225  0.0833
H: -13.1511 -11.5038 -11.4778  0.1177
H: -13.6148 -13.0800 -11.6432  0.1199
H: -13.6014 -11.4584 -6.8414  0.1169
H: -11.8236 -10.9352 -6.8383  0.1150
H: -14.0011 -9.3633 -8.3651  0.0809
H: -13.6617 -9.1109 -6.6225  0.0710
H: -12.4884 -8.7998 -7.7939  0.0736
H: -9.8847 -14.5172 -8.7182  0.1225
H: -9.0182 -13.3784 -9.6996  0.1198
H: -7.8116 -12.4427 -7.8605  0.0795
H: -8.6812 -13.4544 -6.7085  0.0818
H: -7.4870 -14.0766 -7.9732  0.0814
C: -15.3991 -4.1753 -13.7682  -0.0563
C: -15.1114 -3.5349 -12.3656  -0.2295
O: -16.1795 -2.6016 -12.0191  -0.2353
P: -16.0707 -1.0456 -12.5376  0.5717
O: -16.0590 -0.9685 -13.9994  -0.2275
O: -17.3987 -0.3272 -11.7863  -0.1991
C: -18.5775 -1.0414 -11.6369  -0.3113
C: -19.5170 -1.0118 -12.8735  -0.0619
O: -14.8174 -0.3893 -11.6459  -0.2091
C: -15.1248 -0.0104 -10.3064  -0.2822
C: -13.7451 -0.2277 -9.6631  -0.0700
H: -16.3413 -4.7211 -13.7185  0.0756
H: -15.4166 -3.2811 -14.3912  0.0538
H: -14.6340 -4.8166 -14.2058  0.0718
H: -15.2416 -4.2517 -11.5548  0.1102
H: -14.1305 -3.0658 -12.2882  0.1116
H: -18.4212 -2.0921 -11.3927  0.1013
H: -19.1402 -0.6573 -10.7861  0.1167
H: -19.0143 -1.0845 -13.8379  0.0721
H: -20.1971 -1.8636 -12.8840  0.0692
H: -20.1803 -0.1494 -12.8076  0.0678
H: -15.3634 1.0530 -10.3248  0.1161
H: -15.9262 -0.5357 -9.7867  0.1180
H: -13.6484 -1.3075 -9.5506  0.0731
H: -12.9163 0.1737 -10.2464  0.0812
H: -13.7124 0.1538 -8.6425  0.0721
C: -29.7654 4.2854 -1.7982  -0.0619
C: -29.5280 2.7739 -1.9724  -0.2601
O: -28.1587 2.3808 -1.9614  -0.1865
P: -27.2282 2.4698 -3.2715  0.4606
O: -27.8214 1.9742 -4.5054  -0.2110
O: -25.8393 1.7932 -2.8274  -0.1704
C: -25.1555 2.1572 -1.6029  -0.2579
C: -24.1608 3.2856 -1.6970  -0.0690
O: -26.8723 4.0883 -3.2694  -0.2236
C: -26.1250 4.6497 -4.3156  -0.2817
C: -25.9106 6.1816 -3.9852  -0.0463
H: -29.6635 4.4040 -0.7194  0.0719
H: -29.0499 4.8994 -2.3451  0.0626
H: -30.7902 4.5753 -2.0300  0.0773
H: -30.1068 2.3023 -1.1783  0.1162
H: -29.9231 2.4141 -2.9224  0.1073
H: -25.9041 2.3096 -0.8255  0.1117
H: -24.6339 1.2586 -1.2733  0.1172
H: -24.6883 4.2346 -1.7937  0.0593
H: -23.5492 3.3836 -0.8001  0.0840
H: -23.5791 3.1184 -2.6034  0.0846
H: -25.1802 4.1064 -4.3309  0.0989
H: -26.5054 4.4762 -5.3222  0.1155
H: -25.1629 6.6029 -4.6572  0.0674
H: -26.8173 6.7685 -4.1318  0.0716
H: -25.4527 6.2443 -2.9981  0.0624

The SMILES is CCOP(=O)(OCC)OCC.CCOP(=O)(OCC)OCC.CCOP(=O)(OCC)OCC.CCOP(=O)(OCC)OCC.CCOP(=O)(OCC)OCC.ClCCCl. The calculation puts the HOMO-LUMO gap at 10.76 eV.

***

# 2
A molecular structure, C32H7Cl2F21GeNNaO5PS2, computed with ωB97M-V/def2-TZVPD.

Last column: Mulliken spin population.
CARTESIAN COORDINATES (ANGSTROEM)
Na: -0.2228 0.4690 0.2766  0.0011
Cl: -6.9290 -1.6600 -1.6279  0.0392
C: -5.3500 -1.4773 -0.9490  0.2741
C: -4.6631 -2.5988 -0.5193  -0.0936
C: -3.4088 -2.4527 0.0203  0.2369
Cl: -2.5104 -3.8066 0.5119  0.0496
C: -2.7871 -1.1283 0.1862  0.0790
O: -1.7003 -1.0209 0.7326  0.2695
C: -3.5685 0.0167 -0.3236  0.1504
C: -3.0715 1.4383 -0.3108  -0.0087
O: -2.0131 1.8074 0.1129  0.0461
C: -4.8034 -0.1779 -0.8616  -0.0618
H: -5.1015 -3.5803 -0.6316  -0.0019
H: -3.7920 2.1619 -0.7398  0.0013
H: -5.3730 0.6604 -1.2433  -0.0037
F: 2.7904 2.5250 -0.3561  0.0000
C: 3.5967 2.6108 0.7025  0.0000
C: 4.5231 1.6088 0.9462  0.0000
C: 5.3416 1.8240 2.0366  0.0000
F: 6.2979 0.9409 2.3941  0.0000
C: 5.2565 2.9496 2.8422  0.0000
F: 6.0862 3.1112 3.8865  0.0000
C: 4.3139 3.9184 2.5607  0.0000
F: 4.2256 5.0142 3.3234  0.0000
C: 3.4751 3.7527 1.4737  0.0000
F: 2.5866 4.7015 1.1748  0.0000
Ge: 4.5066 -0.0327 -0.1691  0.0001
S: 3.0559 -1.4346 0.2499  0.0000
C: 6.3817 -0.7604 0.0108  0.0000
C: 7.4136 -0.5752 -0.8881  0.0000
F: 7.2962 0.2490 -1.9503  0.0000
C: 8.6571 -1.1875 -0.7837  0.0000
F: 9.6171 -0.9640 -1.6960  0.0000
C: 8.9036 -2.0318 0.2788  0.0000
F: 10.0929 -2.6377 0.4082  0.0000
C: 7.9079 -2.2358 1.2174  0.0000
F: 8.1502 -3.0389 2.2638  0.0000
C: 6.6845 -1.6013 1.0723  0.0000
F: 5.8087 -1.8275 2.0508  0.0000
C: 4.5062 0.6110 -2.0773  0.0001
C: 4.1705 -0.2768 -3.0863  0.0001
F: 3.9670 -1.5762 -2.8463  0.0000
C: 4.0504 0.0989 -4.4166  -0.0001
F: 3.7244 -0.7994 -5.3600  0.0000
C: 4.2762 1.4121 -4.7793  0.0000
F: 4.1567 1.7911 -6.0622  0.0000
C: 4.6415 2.3247 -3.8098  0.0000
F: 4.8954 3.5960 -4.1574  0.0000
C: 4.7561 1.9022 -2.4948  -0.0001
F: 5.1756 2.8474 -1.6338  0.0000
F: 1.0105 1.4342 1.6145  -0.0002
P: 0.7310 1.4900 3.2531  0.0001
F: 0.6959 3.1006 3.1659  0.0000
F: 0.4125 1.5323 4.8304  0.0000
F: -0.8692 1.4512 2.9056  -0.0001
F: 2.3097 1.5323 3.5267  0.0000
F: 0.7364 -0.1211 3.2743  0.0001
O: -2.3424 -1.7715 -2.6547  0.0193
C: -1.4193 -0.9897 -2.8838  -0.0040
N: -0.9068 -0.1181 -1.9988  0.0061
S: 0.2264 0.8394 -2.6509  -0.0017
O: -0.2389 2.2048 -2.7362  0.0006
O: 1.4820 0.6133 -1.9956  0.0017
C: 0.2050 0.0982 -4.2498  0.0006
C: 0.9542 0.3985 -5.3705  -0.0004
C: 0.7356 -0.3772 -6.5026  0.0002
C: -0.2102 -1.3999 -6.4981  -0.0003
C: -0.9646 -1.6708 -5.3620  0.0001
C: -0.7383 -0.9039 -4.2339  0.0005
H: 1.6835 1.1971 -5.3657  0.0000
H: 1.3149 -0.1898 -7.3977  0.0000
H: -0.3532 -1.9940 -7.3923  0.0000
H: -1.7067 -2.4572 -5.3372  -0.0003

As for the charge: -2. The calculation puts the HOMO-LUMO gap (alpha / beta) at 5.65 / 3.67 eV. Its energy above the lowest of the compared OMol25 structures with the same formula, charge and spin is 88.06 kJ/mol. Its spin multiplicity is 2.